[1]
Density functional theory data (ωB97M-V/def2-TZVPD) for C24H23Cl5CoN4P as an isolated structure in a non-equilibrium geometry.

The geometry in XYZ format:
```
58
Properties=species:S:1:pos:R:3:forces:R:3
C -4.4655 -3.3951 0.6375 0.343 -0.104 0.613
C -0.5971 2.2119 2.6748 -0.224 2.538 -0.224
P -0.0454 -0.3210 -1.4784 2.272 1.151 -1.144
H -0.1824 5.0804 -3.1064 -0.076 1.112 0.398
C 2.7183 1.7223 4.6153 -1.098 1.441 0.258
H -1.3685 -2.3723 -5.7437 -0.135 -0.328 0.410
N -0.9873 1.4258 1.7343 1.058 -1.775 -0.601
C -3.2685 -3.7043 1.3046 0.677 0.104 -0.741
H 2.3416 -0.9017 -0.8829 -0.592 0.549 -0.066
Cl -3.4675 -0.4075 -1.8060 0.216 0.575 -0.306
C -0.7584 -2.5284 -4.8547 1.127 0.830 0.646
H -1.4516 -0.6768 -3.8419 0.407 -1.023 -0.387
H 3.0904 2.2244 5.5351 -0.339 -0.191 -0.467
C 0.2693 -3.4903 -4.8270 -0.501 0.817 0.080
H 0.9485 1.0617 -3.8251 0.301 0.111 -0.405
C 1.7119 0.0133 -0.9891 0.904 -0.134 0.629
H 3.7846 -0.1163 5.1432 0.304 0.084 0.225
H 4.5963 2.0503 3.5003 -0.749 0.049 0.112
C -4.5246 -2.3622 -0.3241 0.037 -0.462 0.065
H -1.7557 1.8900 -0.6054 0.411 0.526 -0.373
Cl -0.5380 -3.4376 1.5083 0.746 -0.251 0.275
C -0.3463 1.3222 -2.1342 0.230 2.778 -1.336
Cl -3.2040 -4.6576 2.7273 -0.160 -0.207 -0.209
C -1.1098 2.2847 -1.4077 0.309 -2.243 0.056
C -1.0146 3.6350 -1.6709 1.453 1.125 -0.385
N 0.6654 0.4785 2.8570 0.084 0.829 -1.627
H 0.8192 3.4174 -4.5733 0.474 0.546 -0.100
H 0.9158 3.2502 4.5187 1.086 -0.235 0.130
Co -0.6490 -1.1630 0.4141 0.908 1.261 1.861
C -2.0779 -3.1361 0.7756 -2.896 -0.498 1.002
N 0.4730 1.7280 3.3087 0.092 -2.112 1.062
H -1.0129 3.2259 2.7615 0.340 -0.681 0.435
H -1.4033 4.3594 -0.9469 -0.313 -0.270 -0.581
C 0.1761 -1.5386 -2.7621 -1.711 -1.335 -1.434
C -3.3511 -1.6942 -0.7042 -0.573 -1.749 1.274
Cl -6.1007 -2.0009 -0.9177 0.415 0.401 -0.373
Cl -5.9055 -4.2458 1.0721 0.417 0.159 0.097
C 1.1898 2.1770 4.5229 -0.392 0.170 1.145
H 2.6100 -0.2552 3.8582 0.137 -0.341 -0.045
H 0.3948 -4.1624 -5.6831 0.053 0.182 0.512
H 3.4506 3.3513 3.2420 -0.346 0.034 0.264
C 1.0266 -2.6456 -2.6532 0.238 0.817 0.701
C 0.4453 1.8281 -3.2592 -1.661 -1.443 1.818
N -0.1101 0.3537 1.8316 -1.443 0.092 1.086
C 1.1382 -3.5148 -3.7320 -1.659 0.989 -0.101
H 1.9176 -4.1773 -3.7434 1.708 -1.863 0.149
C -0.7656 -1.5587 -3.8278 0.085 1.000 -0.089
C 0.4314 3.1618 -3.6087 -0.954 -0.372 1.274
H 2.1893 0.6602 -1.7468 -0.196 -0.287 0.428
H 2.0357 -0.2096 5.5141 0.578 0.514 -0.294
H 0.6576 1.8011 5.4446 0.385 -0.023 -1.103
H 3.1843 1.7484 2.4751 0.203 0.531 0.698
C 2.8051 0.2013 4.8202 -0.607 0.063 -0.344
H 1.5975 -2.7641 -1.7002 -0.091 -0.100 -1.219
C 3.5081 2.2780 3.4125 0.667 -1.447 -0.689
C -0.2051 4.0876 -2.7399 -0.592 -1.907 -0.744
C -2.1443 -2.1208 -0.1190 -1.426 0.227 -1.401
H 1.7181 0.5282 0.0054 0.068 -0.228 -0.913
```
Forces are in eV/Å.

Values from the calculation:
- frontier orbital gap (alpha / beta) (eV) = 8.0 / 7.9
- molecular weight (g/mol) = 634.6
- total charge = +1
- spin multiplicity = 4
- LUMO (alpha / beta) (eV) = -2.59 / -3.51
- HOMO (alpha / beta) (eV) = -10.586 / -11.395

[2]
Density functional theory data (ωB97M-V/def2-TZVPD) for the molecule C12H17NO2 in a non-equilibrium geometry.

The geometry in XYZ format:
```
32
Properties=species:S:1:pos:R:3:forces:R:3
H -3.4836 1.3506 -1.5408 -0.062 1.302 -0.920
C 4.1548 -0.4501 -0.0922 2.754 -1.804 -0.330
H -2.1499 -0.5772 -1.6405 -0.928 -0.598 0.481
H 5.2685 -0.3981 -0.0195 -0.991 0.032 -0.082
H -2.3142 -2.1377 0.0991 0.306 -2.168 0.329
C -2.1074 -0.2414 1.0281 -0.794 -0.412 -0.893
C -3.1293 -0.6879 -1.0802 -1.059 -0.164 -4.359
H 2.5383 2.7865 -0.8092 -2.074 0.503 1.949
H -3.9285 -1.4081 0.6910 0.161 -0.838 0.044
C 1.3144 -0.7470 -0.1884 3.839 -0.274 0.288
C 3.4441 0.6957 -0.0334 -4.980 1.845 0.857
H -0.3398 -1.4459 1.8513 -0.409 -0.905 -0.370
H 1.7279 -2.8498 -0.1977 -0.005 0.038 -0.426
H 4.2184 -2.6963 -0.5620 -1.225 2.428 1.113
H -0.1774 0.1864 1.6745 1.157 1.573 0.383
H 3.7425 1.7524 0.2709 0.328 -2.076 -0.695
H -4.3667 0.8276 -0.0711 0.138 -0.194 -0.987
C -3.4347 0.7409 -0.6887 -2.539 -1.149 1.164
H -1.6098 1.0954 -0.4033 0.934 0.578 0.156
C 3.5977 -1.7250 -0.2742 -1.215 -1.415 -0.868
H 0.6980 3.3536 -0.2268 2.323 -0.087 0.310
C -0.5670 -0.6414 1.1623 -2.525 1.263 -0.574
N -2.4020 1.0838 0.2210 2.608 -1.157 1.469
H 1.9390 2.8256 1.1525 -0.204 0.008 -2.849
O -0.0145 -0.7755 -0.1454 -1.550 -0.941 0.243
O 1.0020 1.4376 -0.1948 2.094 2.349 0.606
C 1.9540 0.5037 -0.1226 1.485 -1.287 -0.330
C 2.1594 -1.8550 -0.2671 1.248 -0.226 0.392
H -2.5476 -0.1186 2.0410 0.520 -0.077 -0.533
C -2.9607 -1.3274 0.1963 1.105 1.593 2.572
H -3.8772 -1.2843 -1.8169 1.455 1.626 1.668
C 1.6513 2.7270 -0.0130 -1.896 0.634 0.190
```
Forces are in eV/Å.

Values from the calculation:
- frontier orbital gap (eV) = 9.0
- molecular weight (g/mol) = 207.3
- energy above the lowest of the compared OMol25 structures with the same formula, charge and spin (eV) = 3.854
- spin multiplicity = 1
- LUMO (eV) = 0.81
- HOMO (eV) = -8.231

[3]
Density functional theory data (ωB97M-V/def2-TZVPD) for the molecule C3H12F2N3OPSi in a non-equilibrium geometry.

The geometry in XYZ format:
```
23
Properties=species:S:1:pos:R:3:forces:R:3
C 1.7030 -0.1129 -1.4856 0.063 -0.147 3.511
N -1.1211 -0.2961 -0.7356 -2.469 0.753 3.714
H 2.7038 0.0358 -0.9382 -1.168 -0.584 -1.357
C 0.5503 -0.9961 1.4963 -2.113 -1.142 -2.182
H -2.7037 -2.2826 0.7265 -0.543 0.441 -0.238
H 0.3098 -2.0829 1.2040 0.572 1.517 0.064
F -3.6272 -2.1337 -0.9981 0.444 0.839 0.886
H -3.7739 0.4941 -1.4983 0.226 0.813 -2.169
H -0.6988 2.2597 0.7919 0.797 -0.409 -1.369
H 1.4059 -1.0001 2.0570 2.589 0.003 1.121
H -1.2145 -0.3636 -1.7201 -0.580 0.039 -0.839
Si 0.4508 0.1667 -0.0392 -0.691 -0.237 -0.055
H 1.4475 -1.1240 -1.8233 0.718 0.381 -0.427
H 1.4808 0.7220 -2.1099 0.107 0.240 -0.988
N -3.8604 0.8245 -0.5750 0.056 -1.093 3.039
H -0.2096 -0.7819 2.2274 -0.693 0.543 0.118
H 0.4993 2.6019 -0.5850 -0.355 0.602 -1.285
N -3.3975 -1.6169 0.3383 -0.258 -1.459 -0.234
P -2.7369 -0.0670 0.3563 3.077 -0.067 -1.464
O -2.6017 0.4188 1.7485 0.448 -0.683 -1.500
C 0.2904 2.0218 0.2708 -0.219 0.323 3.622
H 0.9256 2.5334 1.0557 0.072 -1.016 -0.693
F -3.4041 2.1207 -0.3076 -0.080 0.344 -1.274
```
Forces are in eV/Å.

Values from the calculation:
- frontier orbital gap (eV) = 10.2
- molecular weight (g/mol) = 203.2
- spin multiplicity = 1
- LUMO (eV) = 0.49
- HOMO (eV) = -9.727